Here is a molecular structure, C29H44As2MnNOSSb at a distorted geometry from the Open Molecules 2025 dataset. Energies are from the ωB97M-V functional and the def2-TZVPD basis.

Properties
2S+1   6
Orbital gap (spin up / spin down)   0.243 / 0.243 hartree

Last column: Löwdin spin population.
Element x y z (Å)
Sb1 -2.25 -2.68 0.21  0.00
As1 0.07 1.98 -1.22  0.04
As2 -2.98 1.33 -0.26  0.00
Mn1 0.83 -0.26 -0.17  4.61
S1 -1.17 0.09 2.76  0.02
O1 -0.41 0.12 1.47  0.06
N1 0.47 -2.06 -1.08  0.04
C1 -0.76 3.13 0.13  0.01
C2 -0.60 4.91 1.75  0.00
C3 0.60 -3.26 -0.43  0.01
C4 7.61 0.31 1.22  0.00
C5 5.47 0.34 0.09  0.01
C6 4.04 0.23 0.13  0.06
C7 0.41 -4.30 -1.31  0.01
C8 -2.67 -2.04 -1.80  0.00
C9 6.14 0.61 -1.11  0.01
C10 -0.37 1.35 3.75  0.00
C11 -0.02 4.13 0.76  0.00
C12 1.66 2.98 -1.70  0.01
C13 -4.27 2.26 -1.42  0.00
C14 7.52 0.72 -1.14  0.00
C15 6.23 0.20 1.26  0.01
C16 -0.99 2.38 -2.81  0.01
C17 -4.29 0.93 1.14  0.00
C18 2.83 0.14 0.17  0.02
C19 -2.65 3.68 1.51  0.00
C20 0.03 -1.26 -3.41  0.01
C21 -0.59 -1.35 3.63  0.00
C22 0.19 -2.35 -2.39  0.01
C23 0.14 -3.71 -2.57  0.01
C24 -2.07 2.88 0.53  0.00
C25 0.95 -3.34 1.03  0.01
C26 -4.31 -3.12 0.68  0.00
C27 8.26 0.57 0.02  0.01
C28 -1.86 -4.72 -0.28  0.00
C29 -1.92 4.69 2.12  0.00
H1 2.09 2.49 -2.58  0.00
H2 -3.67 3.51 1.82  0.00
H3 -1.01 -1.15 -3.75  0.00
H4 0.49 -1.29 3.76  0.00
H5 -2.81 -2.92 -2.43  0.00
H6 0.13 -3.76 1.63  0.00
H7 -1.84 -1.45 -2.18  0.00
H8 -2.04 -5.34 0.60  0.00
H9 -4.97 1.77 1.31  0.00
H10 -0.85 -2.20 3.00  0.00
H11 8.18 0.19 2.13  0.00
H12 -3.78 2.67 -2.30  0.00
H13 -1.91 1.80 -2.81  0.00
H14 -0.02 5.69 2.23  0.00
H15 -4.75 3.07 -0.87  0.00
H16 -0.61 2.31 3.30  0.00
H17 1.83 -3.95 1.21  0.00
H18 -5.02 1.54 -1.74  0.00
H19 1.42 4.02 -1.95  0.00
H20 1.17 -2.35 1.44  0.01
H21 0.71 1.17 3.72  0.00
H22 8.02 0.92 -2.08  0.00
H23 -0.75 1.31 4.77  0.00
H24 -1.21 3.44 -2.85  0.00
H25 -1.10 -1.42 4.59  0.00
H26 -2.53 -5.03 -1.08  0.00
H27 2.40 2.92 -0.90  0.00
H28 -0.82 -4.85 -0.59  0.00
H29 0.34 -0.30 -3.01  0.00
H30 -0.05 -4.22 -3.51  0.00
H31 -3.57 -1.44 -1.81  0.00
H32 1.01 4.31 0.48  0.00
H33 -4.88 -2.22 0.92  0.00
H34 9.34 0.66 0.00  0.00
H35 -2.38 5.30 2.89  0.00
H36 -0.41 2.09 -3.68  0.00
H37 -4.87 0.08 0.80  0.00
H38 -4.77 -3.63 -0.16  0.00
H39 0.47 -5.35 -1.08  0.00
H40 -3.79 0.66 2.07  0.00
H41 -4.34 -3.78 1.55  0.00
H42 5.72 -0.01 2.19  0.00
H43 0.64 -1.45 -4.30  0.00
H44 5.55 0.71 -2.01  0.00


Here is a molecular structure, C29H44BrCuN3P2 at a distorted geometry from the Open Molecules 2025 dataset. Energies are from the ωB97M-V functional and the def2-TZVPD basis.

Properties
2S+1   2
Net charge   +2
Orbital gap (spin up / spin down)   0.317 / 0.207 hartree

Last column: Löwdin spin population.
Element x y z (Å)
Br1 6.02 -0.08 -1.68  0.00
Cu1 0.69 0.55 0.82  0.37
P1 -1.57 0.48 0.48  0.19
P2 1.09 2.70 -0.40  0.17
N1 1.77 -2.44 3.59  0.00
N2 -4.83 -2.14 -4.53  0.00
N3 1.15 -0.63 2.46  0.02
C1 -2.15 -1.26 0.56  0.03
C2 2.01 -1.02 -0.63  0.00
C3 0.14 -1.56 -2.57  0.00
C4 2.44 3.10 0.78  0.04
C5 -1.96 1.38 2.05  0.01
C6 3.77 -1.62 -2.77  0.00
C7 -4.25 -3.06 -3.77  0.00
C8 -2.53 1.27 -0.88  0.02
C9 -2.91 -2.95 -3.36  0.00
C10 3.43 -0.78 -0.47  0.00
C11 0.07 5.42 0.13  0.01
C12 1.60 4.09 -2.94  0.01
C13 -0.26 3.96 -0.24  0.01
C14 -0.78 -1.73 -3.38  0.00
C15 -3.39 1.87 2.20  0.01
C16 -3.48 -1.43 1.29  0.01
C17 2.34 -3.75 3.88  0.00
C18 4.23 -0.92 -1.61  0.00
C19 1.48 -1.94 2.36  0.00
C20 3.61 3.99 0.38  0.01
C21 1.45 -1.43 -1.90  0.00
C22 -2.81 -0.83 -4.54  0.00
C23 -3.97 0.79 -1.11  0.01
C24 2.40 -1.88 -2.83  0.00
C25 1.49 -1.44 4.52  0.00
C26 1.13 -0.31 3.81  0.00
C27 -4.15 -1.05 -4.91  0.00
C28 -2.15 -1.83 -3.79  0.00
C29 1.58 2.75 -2.18  0.02
H1 -4.44 1.43 -1.87  0.00
H2 1.56 -1.64 5.57  0.00
H3 -2.30 0.09 -4.85  0.00
H4 0.62 5.52 1.08  0.00
H5 2.28 4.83 -2.49  0.00
H6 2.82 2.10 1.09  0.01
H7 -2.18 -1.64 -0.48  0.00
H8 3.36 -3.69 4.29  0.00
H9 -1.67 0.72 2.88  0.00
H10 4.17 3.62 -0.49  0.00
H11 -3.72 -2.50 1.32  0.00
H12 -3.68 2.57 1.40  0.00
H13 3.92 -0.47 0.48  0.00
H14 4.41 -1.94 -3.61  0.00
H15 -4.85 -3.94 -3.49  0.00
H16 1.44 -1.01 0.32  0.00
H17 2.57 2.26 -2.21  0.00
H18 -4.12 1.04 2.25  0.00
H19 4.31 3.96 1.22  0.00
H20 -4.69 -0.34 -5.54  0.00
H21 -0.95 3.53 0.51  0.00
H22 -3.99 -0.24 -1.50  0.00
H23 1.73 -4.30 4.61  0.00
H24 0.58 5.97 -0.68  0.00
H25 0.86 2.05 -2.66  0.00
H26 1.98 3.88 -3.94  0.00
H27 3.33 5.04 0.25  0.00
H28 0.90 0.69 4.19  0.00
H29 -1.25 2.23 2.09  0.00
H30 1.91 3.53 1.64  0.00
H31 -4.31 -0.94 0.77  0.00
H32 -2.52 2.37 -0.73  0.00
H33 -2.46 -3.73 -2.73  0.00
H34 -3.42 -1.07 2.33  0.00
H35 -0.76 3.92 -1.22  0.00
H36 2.39 -4.34 2.96  0.00
H37 -1.92 1.05 -1.78  0.00
H38 -4.61 0.87 -0.22  0.00
H39 -1.34 -1.82 1.07  0.00
H40 -3.47 2.42 3.15  0.00
H41 1.91 -2.42 -3.65  0.00
H42 1.61 -2.56 1.46  0.00
H43 0.59 4.52 -3.08  0.00
H44 -0.90 5.90 0.27  0.00


Here is a molecular structure, C29H44Cl3IrN5SbSi3 from the Open Molecules 2025 dataset. Energies are from the ωB97M-V functional and the def2-TZVPD basis.

Properties
2S+1   2
Net charge   +3
Orbital gap (spin up / spin down)   0.218 / 0.232 hartree

Last column: Löwdin spin population.
Element x y z (Å)
Ir1 0.41 1.12 -0.33  0.08
Sb1 0.53 -1.36 0.36  0.50
Cl1 0.93 6.30 -2.20  0.00
Cl2 0.03 6.46 0.56  0.00
Cl3 -1.90 6.05 -1.58  0.00
Si1 -1.42 -3.33 -1.53  0.01
Si2 3.67 2.40 0.70  0.00
Si3 -2.06 -2.73 1.64  0.01
N1 0.03 3.17 -0.78  0.01
N2 1.27 0.82 -2.19  0.01
N3 -1.67 0.39 -0.85  0.01
N4 -2.02 2.58 1.48  0.00
N5 0.02 1.45 1.75  0.01
C1 -0.10 4.30 -0.89  0.00
C2 3.43 0.43 -3.85  0.00
C3 -0.62 -3.65 2.40  0.03
C4 -3.80 1.15 -1.71  0.00
C5 -1.07 2.04 2.27  0.00
C6 0.79 0.94 3.98  0.01
C7 -1.26 2.11 3.67  0.01
C8 -3.13 -3.69 -2.18  0.01
C9 2.54 1.01 -1.72  0.00
C10 -3.61 -0.99 -0.69  0.00
C11 -0.62 -4.90 -0.93  0.00
C12 -4.40 -0.02 -1.26  0.00
C13 2.34 1.42 -0.32  0.00
C14 -0.35 1.56 4.52  0.00
C15 4.79 1.14 1.50  0.00
C16 1.05 0.51 -3.45  0.00
C17 2.14 0.32 -4.31  0.00
C18 -1.43 -2.00 -0.09  0.08
C19 0.93 0.92 2.63  0.03
C20 3.65 0.80 -2.51  0.00
C21 -3.53 -3.85 1.48  0.00
C22 4.52 3.42 -0.60  0.00
C23 2.81 3.51 1.92  0.00
C24 -0.49 -2.56 -2.97  0.00
C25 -2.46 1.31 -1.47  0.00
C26 -0.26 5.76 -1.03  0.00
C27 -2.23 -0.81 -0.53  0.00
C28 -2.42 -1.23 2.69  0.00
C29 2.14 -2.59 -0.31  0.10
H1 -3.57 -2.83 -2.68  0.00
H2 -5.46 -0.19 -1.39  0.00
H3 5.35 0.55 0.77  0.00
H4 -2.76 3.11 1.90  0.00
H5 2.86 3.12 2.94  0.00
H6 1.94 0.07 -5.35  0.00
H7 -1.53 -0.61 2.82  0.00
H8 5.14 2.84 -1.29  0.00
H9 0.54 -2.27 -2.75  0.00
H10 1.55 0.51 4.61  0.00
H11 -1.96 2.22 -1.78  0.00
H12 -0.14 -4.37 1.72  0.00
H13 -3.22 -0.60 2.27  0.00
H14 -2.15 2.60 4.05  0.00
H15 -1.21 -5.39 -0.15  0.00
H16 0.03 0.42 -3.78  0.00
H17 -3.00 -4.47 -2.93  0.00
H18 4.27 0.46 2.17  0.00
H19 1.77 3.71 1.68  0.00
H20 -0.50 1.60 5.59  0.00
H21 -1.04 -1.69 -3.31  0.00
H22 3.06 -2.03 -0.19  0.00
H23 -0.99 -4.23 3.25  0.00
H24 3.81 4.01 -1.20  0.00
H25 1.99 -2.88 -1.34  0.02
H26 -0.46 -3.27 -3.80  0.00
H27 5.52 1.68 2.10  0.00
H28 0.40 -4.78 -0.56  0.00
H29 4.27 0.26 -4.51  0.00
H30 -4.47 -3.31 1.42  0.00
H31 -0.57 -5.60 -1.77  0.00
H32 1.81 0.48 2.18  0.01
H33 0.15 -3.00 2.81  0.02
H34 -4.04 -1.93 -0.38  0.00
H35 -3.47 -4.53 0.63  0.00
H36 2.17 -3.47 0.33  0.00
H37 -3.58 -4.47 2.37  0.00
H38 -3.84 -4.07 -1.45  0.00
H39 4.65 0.93 -2.12  0.00
H40 -4.36 1.93 -2.21  0.00
H41 5.18 4.13 -0.09  0.00
H42 -2.74 -1.54 3.69  0.00
H43 3.33 4.47 1.92  0.00
H44 -1.87 2.72 0.50  0.00


The highest 2S+1 belongs to which entry?
C29H44As2MnNOSSb


Among the records above, which one has the highest 2S+1?
C29H44As2MnNOSSb